1.
C24H32N6O in the gas phase. Source: OMol25; level of theory: ωB97M-V with the def2-TZVPD basis set.

As for the multiplicity: 1. The orbital gap comes out at 9.16 eV. The LUMO energy comes out at 0.595 eV. Its relative energy (zero: lowest compared OMol25 entry of this formula, charge and spin) is 26.2 kcal/mol. The calculation puts the HOMO energy at -0.315 Eh.

Cartesian coordinates (Å):
C1 -0.53170 0.16040 -2.00572
C2 -1.72095 0.93563 -2.44013
N1 -1.71488 1.69484 -3.52198
N2 -2.92116 2.25239 -3.60563
C3 -3.24257 3.14103 -4.68320
C4 -3.71621 1.86497 -2.58673
C5 -2.98121 1.00241 -1.80308
C6 -3.40356 0.27998 -0.56758
N3 -2.42551 0.44906 0.49191
C7 -2.34383 1.82238 0.94917
C8 -1.14345 2.00334 1.87035
C9 -1.24555 1.03265 3.04830
N4 -0.12578 1.17273 3.95433
N5 -0.30165 1.95949 5.01250
C10 0.82947 1.95862 5.68797
C11 1.77882 1.15117 5.05891
C12 1.13196 0.66621 3.93701
N6 1.64084 -0.24288 2.99571
C13 1.99428 0.05972 1.71043
O1 1.75472 1.12423 1.19070
C14 2.66070 -1.09377 0.98669
C15 1.62538 -2.14501 0.57552
C16 2.26806 -3.29196 -0.21582
C17 2.84535 -2.80538 -1.51534
C18 2.00782 -2.51337 -2.58465
C19 2.52172 -2.02441 -3.77146
C20 3.88517 -1.82460 -3.90711
C21 4.72931 -2.11932 -2.85094
C22 4.21118 -2.60464 -1.66279
C23 -1.41779 -0.39050 2.52664
C24 -2.63629 -0.44479 1.60882
H1 0.20946 0.14303 -2.79971
H2 -0.09234 0.61652 -1.12000
H3 -0.82875 -0.85558 -1.75206
H4 -4.07306 2.74909 -5.27466
H5 -3.51297 4.12865 -4.30331
H6 -2.35929 3.22607 -5.31244
H7 -4.72543 2.21453 -2.49407
H8 -4.41000 0.62594 -0.26484
H9 -3.47073 -0.79298 -0.78433
H10 -3.26969 2.11971 1.48026
H11 -2.23188 2.46667 0.07500
H12 -1.11292 3.02810 2.24280
H13 -0.22485 1.81061 1.31732
H14 -2.11786 1.30565 3.65563
H15 0.92389 2.52690 6.59146
H16 2.78536 0.94831 5.36266
H17 2.00683 -1.09927 3.38693
H18 3.42334 -1.54814 1.62359
H19 3.14059 -0.69421 0.09260
H20 1.13789 -2.55528 1.46430
H21 0.86345 -1.66623 -0.04183
H22 3.05102 -3.75460 0.38915
H23 1.50311 -4.04600 -0.41575
H24 0.94393 -2.67350 -2.48646
H25 1.85725 -1.79913 -4.59269
H26 4.28833 -1.44283 -4.83335
H27 5.79453 -1.96901 -2.95073
H28 4.87671 -2.83175 -0.84138
H29 -0.54597 -0.67418 1.94062
H30 -1.53742 -1.09076 3.35614
H31 -3.54802 -0.18519 2.18112
H32 -2.75723 -1.46179 1.22528

Charges obtained by natural (NBO) population analysis, quoted in units of e:
1 C -0.6321
2 C 0.1466
3 N -0.2758
4 N -0.1657
5 C -0.4039
6 C -0.0414
7 C -0.1469
8 C -0.2267
9 N -0.4425
10 C -0.2272
11 C -0.4235
12 C -0.0413
13 N -0.1514
14 N -0.2616
15 C -0.0536
16 C -0.3421
17 C 0.2866
18 N -0.6438
19 C 0.7080
20 O -0.6028
21 C -0.5085
22 C -0.3822
23 C -0.4356
24 C 0.0746
25 C -0.2523
26 C -0.1894
27 C -0.2218
28 C -0.2023
29 C -0.2515
30 C -0.4059
31 C -0.2109
32 H 0.2262
33 H 0.2372
34 H 0.2040
35 H 0.2014
36 H 0.2026
37 H 0.2355
38 H 0.2109
39 H 0.1711
40 H 0.2028
41 H 0.1553
42 H 0.2201
43 H 0.2178
44 H 0.2492
45 H 0.2238
46 H 0.2079
47 H 0.2235
48 H 0.4037
49 H 0.2053
50 H 0.2464
51 H 0.2010
52 H 0.2180
53 H 0.2039
54 H 0.2172
55 H 0.2098
56 H 0.2146
57 H 0.2139
58 H 0.2127
59 H 0.2070
60 H 0.2121
61 H 0.2116
62 H 0.1593
63 H 0.2008



2.
A molecular structure, C5H12N2 in a non-equilibrium geometry. Source: OMol25; level of theory: ωB97M-V with the def2-TZVPD basis set.

As for the multiplicity: 1. The orbital gap comes out at 8.97 eV. The LUMO energy comes out at 1.075 eV. Its relative energy (zero: lowest compared OMol25 entry of this formula, charge and spin) is 98.1 kcal/mol. The calculation puts the HOMO energy at -0.290 Eh.

Cartesian coordinates (Å):
C1 0.82593 -0.82305 -1.07799
C2 1.42762 -1.68179 0.00282
C3 0.97077 1.74213 0.67473
N1 0.33940 1.17126 -0.27833
H1 1.58458 -0.19439 -1.54297
H2 0.47772 -1.38136 -1.94245
H3 0.46604 2.23521 1.50844
H4 2.05461 1.84236 0.59638
H5 1.58275 -1.10799 0.92223
H6 2.40284 -2.07060 -0.31546
H7 0.78029 -2.52319 0.25259
N2 -1.67225 1.20098 1.13571
C4 -1.10479 0.82315 -0.15247
C5 -1.11747 -0.62578 -0.47844
H8 -2.45256 1.83641 0.99427
H9 -2.02430 0.39921 1.64137
H10 -1.59788 1.36892 -0.96630
H11 -1.23817 -1.29406 0.37113
H12 -1.70512 -0.91743 -1.34525

Charges obtained by natural (NBO) population analysis, quoted in units of e:
1 C -0.2991
2 C -0.6390
3 C -0.0933
4 N -0.3871
5 H 0.2044
6 H 0.1767
7 H 0.1751
8 H 0.1699
9 H 0.1999
10 H 0.2049
11 H 0.1988
12 N -0.8487
13 C 0.0229
14 C -0.3996
15 H 0.3676
16 H 0.3645
17 H 0.1859
18 H 0.1913
19 H 0.2049



3.
C14H21NO5S in the gas phase in a non-equilibrium geometry. Source: OMol25; level of theory: ωB97M-V with the def2-TZVPD basis set.

As for the multiplicity: 1. The orbital gap comes out at 9.21 eV. The LUMO energy comes out at 0.708 eV. Its relative energy (zero: lowest compared OMol25 entry of this formula, charge and spin) is 61.8 kcal/mol. The calculation puts the HOMO energy at -0.313 Eh.

Cartesian coordinates (Å):
C1 1.25573 -4.90516 0.97053
C2 0.55575 -4.04662 -0.07452
O1 0.89294 -2.65363 0.15914
C3 0.77939 -1.81374 -0.90875
O2 1.01699 -2.10906 -2.08820
C4 0.14430 -0.41951 -0.54613
C5 -1.30612 -0.67683 -0.82846
N1 -2.34847 0.32492 -0.96254
C6 -2.56288 1.17295 -2.14327
C7 -3.63438 -0.03307 -0.35356
O3 0.48732 0.69045 -1.28091
C8 1.78316 0.77940 -1.93575
S1 1.06937 -0.17758 1.28945
O4 0.22420 -0.84083 2.25247
O5 2.48981 -0.43700 1.20700
C9 1.01930 1.60099 1.47231
C10 2.16310 2.21822 1.96288
C11 2.16149 3.61675 2.04293
C12 1.01474 4.34860 1.74362
C13 -0.14725 3.67252 1.38029
C14 -0.17896 2.27774 1.29110
H1 0.80128 -5.89776 1.01702
H2 2.30951 -5.04406 0.73496
H3 1.18831 -4.42532 1.94511
H4 0.86012 -4.32241 -1.10092
H5 -0.54944 -4.07928 0.01904
H6 -1.57656 -1.29553 0.03998
H7 -1.14306 -1.19076 -1.74624
H8 -3.46990 1.74157 -1.88551
H9 -1.75589 1.89902 -2.24945
H10 -2.76250 0.65385 -3.11120
H11 -4.29747 0.85479 -0.46774
H12 -4.16478 -0.92091 -0.79438
H13 -3.49861 -0.19646 0.73350
H14 1.63703 1.65295 -2.59277
H15 2.58035 0.97685 -1.20883
H16 1.95071 -0.12674 -2.52902
H17 3.05426 1.63486 2.22489
H18 3.07566 4.12878 2.31730
H19 1.01712 5.43485 1.77073
H20 -1.04601 4.22963 1.14382
H21 -1.08965 1.70259 1.09010

Charges obtained by natural (NBO) population analysis, quoted in units of e:
1 C -0.6300
2 C -0.0677
3 O -0.5252
4 C 0.7853
5 O -0.5931
6 C 0.0799
7 C -0.2612
8 N -0.4613
9 C -0.4034
10 C -0.4005
11 O -0.5471
12 C -0.2675
13 S 2.0516
14 O -0.9313
15 O -0.9367
16 C -0.2308
17 C -0.2157
18 C -0.2114
19 C -0.2019
20 C -0.2003
21 C -0.2155
22 H 0.2177
23 H 0.2166
24 H 0.2297
25 H 0.2064
26 H 0.1820
27 H 0.2260
28 H 0.2068
29 H 0.1956
30 H 0.2103
31 H 0.1733
32 H 0.1986
33 H 0.1710
34 H 0.2005
35 H 0.1979
36 H 0.1941
37 H 0.2137
38 H 0.2500
39 H 0.2175
40 H 0.2193
41 H 0.2149
42 H 0.2418



4.
2 unconnected molecules or ions with the total composition CHN2O3 in a non-equilibrium geometry. Source: OMol25; level of theory: ωB97M-V with the def2-TZVPD basis set.

As for the multiplicity: 1. The orbital gap comes out at 11.21 eV. The LUMO energy comes out at -7.067 eV. Its relative energy (zero: lowest compared OMol25 entry of this formula, charge and spin) is 39.4 kcal/mol. The calculation puts the HOMO energy at -0.672 Eh. As for the total charge: +1.

Cartesian coordinates (Å):
C1 -1.33001 0.13194 0.24263
N1 0.59209 -0.16954 -0.59572
N2 1.43025 -0.00639 0.19250
O1 -1.74297 -0.13451 -0.78624
O2 1.99701 0.14210 1.14789
O3 -0.96970 0.30367 1.31828
H1 0.02334 -0.26727 -1.51934

Charges obtained by natural (NBO) population analysis, quoted in units of e:
1 C 1.0043
2 N -0.2621
3 N 0.6561
4 O -0.5057
5 O -0.0096
6 O -0.4687
7 H 0.5856



5.
C22H31NO4 in the gas phase. Source: OMol25; level of theory: ωB97M-V with the def2-TZVPD basis set.

As for the multiplicity: 1. The orbital gap comes out at 8.68 eV. The LUMO energy comes out at 0.695 eV. Its relative energy (zero: lowest compared OMol25 entry of this formula, charge and spin) is 60.6 kcal/mol. The calculation puts the HOMO energy at -0.293 Eh.

Cartesian coordinates (Å):
C1 0.39818 -1.19846 -3.63535
O1 -0.11035 -2.40152 -3.11506
C2 0.71765 -3.02965 -2.16344
C3 0.74688 -2.35782 -0.77198
N1 -0.41279 -2.57240 0.05992
C4 -0.50055 -3.86866 0.69071
C5 0.20353 -3.87020 2.05350
O2 -0.51993 -3.04469 2.93916
C6 0.06681 -2.92790 4.20873
C7 -1.65116 -1.99243 -0.42204
C8 -2.26763 -1.03459 0.62054
O3 -2.78584 -1.70368 1.73804
C9 -1.22427 0.00676 1.04874
O4 -0.76753 0.68922 -0.09554
C10 0.32021 1.55381 0.15490
C11 0.89726 1.99663 -1.17176
C12 2.25816 2.23564 -1.30487
C13 2.77709 2.66800 -2.51241
C14 1.94120 2.86109 -3.59895
C15 0.58372 2.62096 -3.47206
C16 0.06269 2.19439 -2.26355
C17 -0.07698 2.79824 0.92754
C18 0.80969 3.39444 1.81293
C19 0.45391 4.55039 2.48480
C20 -0.79340 5.11581 2.28202
C21 -1.68306 4.52203 1.40284
C22 -1.32463 3.37152 0.72443
H1 1.40962 -1.33900 -4.03758
H2 -0.27294 -0.90926 -4.44188
H3 0.42429 -0.39544 -2.89093
H4 1.74763 -3.08756 -2.54982
H5 0.32138 -4.04504 -2.07546
H6 0.87067 -1.28000 -0.90117
H7 1.62255 -2.73656 -0.23706
H8 -1.54957 -4.11872 0.85897
H9 -0.05084 -4.66492 0.07838
H10 1.23268 -3.49479 1.95115
H11 0.25095 -4.89656 2.44983
H12 1.07085 -2.49018 4.14420
H13 -0.57911 -2.27372 4.79051
H14 0.14081 -3.90416 4.70318
H15 -1.45526 -1.41413 -1.32275
H16 -2.39266 -2.76200 -0.66782
H17 -3.11835 -0.52248 0.15762
H18 -2.05179 -2.16931 2.17145
H19 -1.67010 0.70377 1.77301
H20 -0.38943 -0.51745 1.53807
H21 1.09550 1.01325 0.72713
H22 2.91555 2.08183 -0.46087
H23 3.83757 2.85132 -2.60591
H24 2.34740 3.19665 -4.54169
H25 -0.07257 2.76747 -4.31724
H26 -0.99187 1.99530 -2.15959
H27 1.78209 2.95216 1.97885
H28 1.15058 5.00839 3.17183
H29 -1.07178 6.01593 2.81006
H30 -2.65864 4.95761 1.24374
H31 -2.01407 2.90068 0.04000

Charges obtained by natural (NBO) population analysis, quoted in units of e:
1 C -0.2561
2 O -0.5425
3 C -0.0827
4 C -0.2383
5 N -0.4851
6 C -0.2326
7 C -0.0603
8 O -0.5666
9 C -0.2407
10 C -0.2448
11 C 0.0925
12 O -0.7345
13 C -0.0959
14 O -0.5458
15 C 0.0483
16 C -0.0458
17 C -0.1587
18 C -0.2232
19 C -0.2179
20 C -0.2052
21 C -0.2095
22 C 0.0485
23 C -0.2466
24 C -0.1914
25 C -0.2254
26 C -0.1886
27 C -0.2451
28 H 0.1633
29 H 0.1930
30 H 0.1768
31 H 0.1618
32 H 0.1847
33 H 0.2121
34 H 0.1936
35 H 0.2158
36 H 0.1789
37 H 0.1633
38 H 0.1671
39 H 0.1673
40 H 0.1997
41 H 0.1687
42 H 0.2242
43 H 0.1917
44 H 0.1718
45 H 0.4887
46 H 0.1827
47 H 0.1773
48 H 0.1823
49 H 0.2000
50 H 0.2121
51 H 0.2132
52 H 0.2134
53 H 0.2265
54 H 0.2070
55 H 0.2107
56 H 0.2127
57 H 0.2118
58 H 0.2218



6.
C3H7NO3 in the gas phase. Source: OMol25; level of theory: ωB97M-V with the def2-TZVPD basis set.

As for the multiplicity: 1. The orbital gap comes out at 10.63 eV. The LUMO energy comes out at 0.668 eV. Its relative energy (zero: lowest compared OMol25 entry of this formula, charge and spin) is 17.7 kcal/mol. The calculation puts the HOMO energy at -0.366 Eh.

Cartesian coordinates (Å):
O1 -2.97690 0.68851 0.77929
C1 -1.78622 0.53977 0.91624
O2 -1.16517 0.67858 2.11137
N1 -0.93126 0.21722 -0.07336
C2 0.50517 0.30496 -0.05255
C3 1.08400 -0.78120 -0.94985
O3 2.48617 -0.79842 -0.78447
H1 -1.87742 0.89219 2.72897
H2 -1.36010 0.21353 -0.98388
H3 0.88416 0.17637 0.95745
H4 0.81276 1.30287 -0.40354
H5 0.63380 -1.74153 -0.65141
H6 0.79264 -0.60598 -1.99158
H7 2.89837 -1.08687 -1.60268

Charges obtained by natural (NBO) population analysis, quoted in units of e:
1 O -0.6518
2 C 0.8800
3 O -0.7002
4 N -0.6314
5 C -0.2331
6 C -0.0621
7 O -0.7160
8 H 0.5023
9 H 0.4004
10 H 0.2306
11 H 0.1861
12 H 0.1649
13 H 0.1555
14 H 0.4748



7.
A molecular structure, C5H9N. Source: OMol25; level of theory: ωB97M-V with the def2-TZVPD basis set.

As for the multiplicity: 1. The orbital gap comes out at 8.86 eV. The LUMO energy comes out at 1.048 eV. Its relative energy (zero: lowest compared OMol25 entry of this formula, charge and spin) is 106.0 kcal/mol. The calculation puts the HOMO energy at -0.287 Eh.

Cartesian coordinates (Å):
C1 -1.82549 -0.52696 -0.06127
C2 -0.57503 0.33051 0.01862
C3 0.50096 -0.07434 1.02771
C4 1.73681 0.35531 0.22137
C5 1.02425 0.25604 -1.10347
N1 0.97617 0.05810 -2.30660
H1 -2.38640 -0.50219 0.88287
H2 -2.50610 -0.18357 -0.84892
H3 -1.57562 -1.57518 -0.26840
H4 -0.81279 1.39796 0.09485
H5 -0.12426 0.09976 -1.52303
H6 0.41827 0.39943 2.01134
H7 0.49843 -1.16239 1.16142
H8 2.63353 -0.27030 0.28161
H9 2.01727 1.39781 0.41191

Charges obtained by natural (NBO) population analysis, quoted in units of e:
1 C -0.6301
2 C -0.4204
3 C -0.4071
4 C -0.4807
5 C 0.2100
6 N -0.4935
7 H 0.2156
8 H 0.2166
9 H 0.2077
10 H 0.2023
11 H 0.4849
12 H 0.2162
13 H 0.2072
14 H 0.2376
15 H 0.2336



8.
A molecular structure, C2H3AgO3 in a non-equilibrium geometry. Source: OMol25; level of theory: ωB97M-V with the def2-TZVPD basis set.

As for the multiplicity: 2. The orbital gap (spin up / spin down) comes out at 10.08 / 6.82 eV. The LUMO energy (spin up / spin down) comes out at -6.173 / -9.292 eV. Its relative energy (zero: lowest compared OMol25 entry of this formula, charge and spin) is 24.1 kcal/mol. The calculation puts the HOMO energy (spin up / spin down) at -0.597 / -0.592 Eh. The expectation value of S² is 0.7631. As for the total charge: +1.

Cartesian coordinates (Å):
O1 1.39104 1.63343 0.65217
Ag1 2.35896 0.50441 -0.67550
O2 0.31734 -0.18901 0.35620
C1 0.24526 1.19276 0.29254
O3 -0.38343 1.67796 -0.64051
C2 -0.78448 -1.05247 0.07678
H1 -1.69284 -0.52857 0.38852
H2 -0.90233 -1.22604 -0.99798
H3 -0.54951 -2.01247 0.54778

Charges obtained by natural (NBO) population analysis, quoted in units of e:
1 O -0.4970
2 Ag 1.0056
3 O -0.5403
4 C 0.9219
5 O -0.2738
6 C -0.2735
7 H 0.2158
8 H 0.2060
9 H 0.2353